{
  "formula": "C6H15NO2",
  "method": "ωB97M-V/def2-TZVPD",
  "e_lumo_ha": 0.030,
  "e_above_lowest_kcal_mol": 13.8,
  "e_tot_ev": -12050.8141,
  "largest_force_ev_per_a": 2.19,
  "gap_ev": 10.26,
  "smiles": "CC(C)(N)CC(C)(O)O",
  "charge": 0,
  "symbols": ["C", "C", "C", "N", "C", "C", "C", "O", "O", "H", "H", "H", "H", "H", "H", "H", "H", "H", "H", "H", "H", "H", "H", "H"],
  "xyz": [[-0.995868, 0.491813, 1.475623], [-0.853930, -0.534940, 0.353453], [-1.124623, -1.999166, 0.945391], [-1.821287, -0.253264, -0.699911], [0.555311, -0.623204, -0.230852], [1.110169, 0.711096, -0.933501], [2.154614, 1.434618, -0.091499], [0.115173, 1.644764, -1.291524], [1.733521, 0.296243, -2.141977], [-0.264606, 0.310815, 2.269632], [-1.995038, 0.449204, 1.925194], [-0.854278, 1.515933, 1.116846], [-1.220958, -2.734599, 0.139475], [-0.332109, -2.328495, 1.625535], [-2.056757, -1.999568, 1.520909], [-2.769744, -0.256213, -0.322511], [-1.757408, -0.956432, -1.440231], [0.582681, -1.412918, -0.993009], [1.277396, -0.933959, 0.533463], [2.542906, 2.311031, -0.628285], [1.729426, 1.792781, 0.849639], [3.011534, 0.787783, 0.123770], [-0.711477, 1.159918, -1.501859], [1.945350, 1.126758, -2.603769]],
  "forces_ev_per_angstrom": [[0.0, 0.3, 0.0], [0.1, -2.0, 1.0], [-0.1, 1.0, 0.0], [-0.2, 0.1, -0.5], [0.6, 1.4, -1.0], [-0.2, -0.5, 0.0], [0.0, 0.3, 0.2], [-0.1, -0.2, 0.4], [0.2, -0.1, -0.1], [-0.1, -0.1, -0.1], [0.1, -0.1, -0.1], [0.1, -0.2, -0.1], [0.1, 0.2, 0.0], [0.0, 0.1, -0.1], [0.0, 0.0, -0.1], [0.3, 0.0, -0.2], [-0.2, 0.2, 0.4], [-0.1, 0.2, 0.0], [-0.2, 0.2, 0.0], [-0.2, -0.2, 0.0], [0.0, -0.1, 0.0], [-0.3, 0.0, -0.1], [0.3, 0.1, 0.3], [-0.1, -0.4, 0.1]],
  "mulliken_charge": [-1.73, 1.74, -1.73, -0.70, -1.63, 1.14, -1.48, -0.61, -0.60, 0.35, 0.46, 0.34, 0.40, 0.37, 0.41, 0.28, 0.26, 0.45, 0.45, 0.40, 0.32, 0.34, 0.39, 0.41]
}



{
  "formula": "C3H11NOS",
  "method": "ωB97M-V/def2-TZVPD",
  "e_lumo_ha": [-0.158, -0.351],
  "e_above_lowest_kcal_mol": 45.0,
  "spin_multiplicity": 2,
  "e_tot_ev": -17651.6524,
  "s_squared": 0.754,
  "largest_force_ev_per_a": 4.87,
  "gap_ev": [9.93, 4.25],
  "charge": 1,
  "symbols": ["C", "C", "C", "S", "N", "H", "H", "H", "H", "H", "H", "H", "H", "H", "H", "H", "O"],
  "xyz": [[0.089178, -2.174364, -0.343706], [0.340584, -0.767479, -0.089318], [0.092124, -0.384824, 1.296019], [0.305956, 1.352475, 1.768684], [-0.552827, 0.016958, -1.086550], [1.012748, -2.774377, -0.085362], [-0.005783, -2.288059, -1.482653], [-0.840768, -2.591642, 0.269166], [1.414732, -0.460310, -0.329733], [-0.985137, -0.639841, 1.572153], [0.698176, -1.079776, 1.970620], [-0.935602, 1.622927, 1.353925], [-0.336303, 1.015068, -1.008555], [-1.502663, -0.423834, -1.038955], [0.400561, 3.882042, -0.479250], [0.635759, 2.413267, -1.083256], [0.169270, 3.281774, -1.203226]],
  "forces_ev_per_angstrom": [[-0.2, -3.4, -0.3], [0.7, 3.5, -3.3], [-1.0, -2.1, 3.5], [0.0, -0.7, -0.4], [1.2, -1.5, 1.9], [-1.2, 0.4, 0.0], [-0.3, -0.1, 1.8], [1.9, 0.8, -1.6], [-1.2, -0.6, 0.0], [1.1, 0.5, -0.3], [-0.4, 1.4, -0.6], [-0.3, 0.6, -0.1], [-1.5, -0.5, -0.4], [0.9, 1.6, -0.2], [0.2, -0.3, -0.2], [-0.1, 1.8, -0.2], [0.2, -1.3, 0.4]],
  "mulliken_charge": [-1.36, 0.35, -0.59, 0.24, -0.40, 0.37, 0.37, 0.34, 0.29, 0.36, 0.39, 0.32, -0.08, 0.29, 0.33, 0.36, -0.61]
}



{
  "formula": "C5H12N2O",
  "method": "ωB97M-V/def2-TZVPD",
  "e_lumo_ha": 0.038,
  "e_above_lowest_kcal_mol": 126.3,
  "e_tot_ev": -10402.9477,
  "largest_force_ev_per_a": 3.07,
  "gap_ev": 8.52,
  "charge": 0,
  "symbols": ["C", "C", "C", "C", "N", "C", "O", "N", "H", "H", "H", "H", "H", "H", "H", "H", "H", "H", "H", "H"],
  "xyz": [[0.697073, -0.266484, -0.110240], [0.724503, 0.582109, 1.096710], [-1.435458, 1.110977, 0.955254], [1.184238, 0.496107, -1.345541], [1.341012, -1.567722, 0.045575], [-1.349631, -1.624098, -0.268170], [-1.655393, 2.026659, -0.042852], [-0.814963, -0.459851, -0.311103], [-1.787518, 1.540670, -0.871997], [1.922461, -1.601127, 0.871264], [1.923900, -1.822021, -0.745805], [1.162484, 1.570723, 1.024366], [0.815410, 0.089373, 2.059269], [-1.194505, 1.640534, 1.865499], [-2.277349, 0.462657, 1.191527], [1.036441, -0.097844, -2.252118], [2.249223, 0.716516, -1.237634], [0.644101, 1.438664, -1.451820], [-2.428808, -1.700401, -0.132225], [-0.757221, -2.535442, -0.339961]],
  "forces_ev_per_angstrom": [[-0.5, -0.6, -1.0], [-2.8, 0.3, 0.1], [1.8, 1.6, 1.9], [0.1, -0.2, 0.1], [0.4, 0.1, 0.0], [0.9, 1.0, -0.2], [0.1, -0.2, -0.2], [-0.1, -2.0, -0.9], [0.1, -0.1, 0.3], [-0.1, 0.0, 0.0], [-0.2, 0.1, 0.1], [0.1, -0.1, 0.0], [0.0, -0.1, 0.0], [-0.3, 0.6, 0.1], [0.4, -0.5, -0.3], [0.0, 0.0, 0.1], [-0.1, 0.0, 0.0], [0.0, -0.1, 0.0], [0.0, 0.1, -0.3], [0.0, 0.0, 0.4]],
  "mulliken_charge": [1.55, -1.45, -0.21, -1.78, -0.68, -0.58, -0.49, -0.31, 0.38, 0.23, 0.22, 0.30, 0.41, 0.38, 0.21, 0.42, 0.38, 0.42, 0.28, 0.31]
}